Density functional theory data (wB97M-V/def2-TZVPD) for a cluster of 2 separate species, C6H10NO2S in total at a distorted geometry.

XYZ file:
```
20
C6H10NO2S wB97M-V/def2-TZVPD
C -0.1883 1.8297 -2.8717
C -0.4415 2.6637 -3.8713
C -0.5682 -0.9238 2.3801
C 1.1033 -0.8476 0.3499
C 0.3662 -2.9156 1.5650
C 0.3188 -1.5880 1.3941
N 0.0640 1.3280 -1.7915
O -1.5828 1.4841 0.2675
O 0.5409 2.6189 0.5276
S -0.6293 2.4320 -0.3493
H 0.4788 3.0536 -4.4044
H -0.7507 -1.6318 3.2314
H -0.1563 -0.0631 2.7178
H -1.5005 -0.5728 1.9695
H 1.0459 0.2284 0.4084
H 0.7379 -1.2039 -0.6843
H 2.1320 -1.2311 0.3311
H -1.4786 2.4123 -4.2785
H -0.3947 -3.5094 2.2018
H 0.9032 -3.5637 0.9066
```

Calculated total energy, eV: -22803.270
Molecular weight, g mol⁻¹: 160.22
Energy relative to the best compared isomer or geometry (same formula, charge and spin), kcal/mol: 35.2
Charge: -1
E_HOMO, eV: -4.175

Results of the Löwdin charge analysis, in e, for atoms 1 through 8:
1 C -0.413
2 C -0.093
3 C -0.089
4 C -0.071
5 C -0.033
6 C -0.408
7 N -0.072
8 O -0.532

Density functional theory data (wB97M-V/def2-TZVPD) for a cluster of 9 separate species, C15H44BN18O10 in total at a distorted geometry.

XYZ file:
```
88
C15H44BN18O10 wB97M-V/def2-TZVPD
C 0.8811 -0.2736 2.5627
C 1.5769 0.9401 1.7055
C 0.7293 2.3723 1.7647
C -0.8704 1.9616 1.9061
C -1.5902 2.2653 3.3086
C -3.1256 1.7375 3.2419
C -3.5400 1.0760 1.8564
B -5.1091 0.4759 1.7954
O -5.9326 1.0083 0.6533
O -5.6418 -0.5239 2.7469
N -2.8075 0.8892 0.6122
N -1.5505 1.3513 0.7669
H -0.0998 -0.7180 2.0741
H 0.7376 0.0274 3.6981
H 1.6632 -1.1759 2.5598
H 1.6586 0.6289 0.5737
H 2.6468 1.1668 2.1772
H 1.1084 3.1049 2.5948
H 0.8410 2.8327 0.6689
H -1.0869 2.7687 4.2312
H -3.8843 1.8227 4.1269
H -5.8471 0.2885 -0.0638
H -4.8704 -1.0953 3.0973
H -0.9597 1.2397 -0.1146
C -6.3214 4.1271 4.0510
O -6.0585 3.3980 4.9944
N -6.6736 5.4163 4.2042
N -6.2821 3.7065 2.7738
H -6.8936 6.0322 3.4398
H -6.7154 5.7730 5.1499
H -6.0213 2.7421 2.6143
H -6.4951 4.2918 1.9838
C 3.5866 0.9997 -1.9670
O 2.5957 0.8222 -1.2762
N 3.5271 1.5310 -3.2015
N 4.8268 0.6800 -1.5555
H 4.3318 1.6847 -3.7853
H 2.6120 1.7857 -3.5495
H 4.9161 0.2773 -0.6318
H 5.6548 0.8185 -2.1099
C -6.6271 -2.6396 -1.0025
O -6.2338 -1.4934 -1.1510
N -7.9321 -2.9663 -1.0002
N -5.7907 -3.6786 -0.8280
H -8.2751 -3.9042 -0.8793
H -8.5955 -2.2135 -1.1285
H -4.7994 -3.4761 -0.8234
H -6.0954 -4.6293 -0.7040
C 6.2685 -2.4568 0.3529
O 6.4195 -1.3468 -0.1325
N 6.7589 -3.5726 -0.2165
N 5.5983 -2.6636 1.5008
H 6.6448 -4.4951 0.1681
H 7.2702 -3.4612 -1.0823
H 5.2127 -1.8498 1.9620
H 5.4634 -3.5699 1.9161
C 0.2638 5.3491 -0.6947
O 1.1120 4.9553 0.0902
N -0.6922 4.5462 -1.1958
N 0.2092 6.6212 -1.1286
H -1.3989 4.8521 -1.8431
H -0.6869 3.5804 -0.8947
H 0.9109 7.2588 -0.7756
H -0.4815 6.9642 -1.7748
C -8.5851 -3.3356 -4.7458
O -9.5048 -2.8079 -4.1406
N -8.5226 -3.3689 -6.0892
N -7.5517 -3.9309 -4.1235
H -7.7736 -3.7987 -6.6053
H -9.2809 -2.9319 -6.5964
H -7.5599 -3.9281 -3.1118
H -6.7853 -4.3708 -4.6044
C 7.2878 -7.7777 0.0851
O 6.3259 -7.0911 0.3917
N 7.4079 -9.0665 0.4514
N 8.3137 -7.3068 -0.6466
H 8.1923 -9.6477 0.2087
H 6.6571 -9.4602 1.0034
H 8.2628 -6.3408 -0.9430
H 9.1143 -7.8565 -0.9090
C 8.1617 4.1171 -1.0677
O 8.5551 5.2634 -1.2162
N 6.8568 3.7904 -1.0653
N 8.9982 3.0781 -0.8932
H 6.5137 2.8525 -0.9445
H 6.1934 4.5433 -1.1937
H 9.9894 3.2806 -0.8885
H 8.6935 2.1274 -0.7692
```

Calculated total energy, eV: -64240.096
Molecular weight, g mol⁻¹: 647.44
Charge: +1
E_HOMO, eV: -11.053

Results of the Löwdin charge analysis, in e, for atoms 1 through 8:
1 C -0.152
2 C -0.228
3 C -0.117
4 C -0.083
5 C 0.104
6 C 0.103
7 C -0.050
8 B -0.402